Entry w
Here is C6H18N2O as an isolated structure from the OMol25 dataset. Energies are from ωB97M-V/def2-TZVPD.

Properties
Spin multiplicity: 1
Orbital gap in eV: 8.031

Geometry (Å):
1 C 2.05 -0.11 0.07
2 C 1.82 -1.54 -0.44
3 C 1.30 0.11 1.38
4 C 1.60 0.91 -0.98
5 O 3.44 0.08 0.38
6 H 3.95 -0.06 -0.43
7 H 0.54 0.81 -1.18
8 H 2.17 -2.26 0.30
9 H 2.36 -1.71 -1.37
10 H 0.76 -1.71 -0.62
11 H 0.23 -0.03 1.24
12 H 1.66 -0.59 2.14
13 H 1.48 1.12 1.74
14 H 2.15 0.75 -1.92
15 H 1.81 1.92 -0.63
16 C -2.00 -0.51 0.18
17 C -2.12 1.89 -0.02
18 N -2.08 0.56 -0.60
19 N -2.03 -1.71 -0.44
20 H -2.45 0.48 -1.55
21 H -2.47 -1.83 -1.35
22 H -2.01 -2.53 0.14
23 H -2.47 -0.42 1.51
24 H -3.28 -0.31 2.09
25 H -1.77 2.62 -0.75
26 H -1.47 1.93 0.85
27 H -3.14 2.14 0.29



Entry x
Here is a 2-piece molecular cluster, C6H18N2O overall from the OMol25 dataset. Energies are from ωB97M-V/def2-TZVPD.

Properties
Spin multiplicity: 1
SMILES string: CC(C)NN.CC(C)O
Orbital gap in eV: 10.334

Geometry (Å):
1 C -0.49 -2.03 -0.63
2 C -0.86 -0.90 -1.59
3 C -2.16 -0.22 -1.14
4 N 0.22 0.09 -1.62
5 N 0.17 1.00 -2.70
6 H -0.34 -1.64 0.37
7 H -1.29 -2.77 -0.61
8 H 0.42 -2.53 -0.96
9 H -1.02 -1.33 -2.60
10 H -2.96 -0.95 -1.06
11 H -2.01 0.26 -0.18
12 H -2.47 0.54 -1.86
13 H 1.11 -0.40 -1.69
14 H -0.54 1.70 -2.49
15 H -0.09 0.54 -3.58
16 C 0.51 1.81 1.34
17 C 0.58 0.46 2.05
18 C 1.88 -0.27 1.68
19 O 0.44 0.57 3.45
20 H 0.49 1.66 0.26
21 H -0.39 2.33 1.64
22 H 1.37 2.43 1.60
23 H -0.28 -0.15 1.75
24 H 1.92 -1.24 2.17
25 H 2.74 0.32 2.00
26 H 1.93 -0.41 0.60
27 H 1.15 1.14 3.78



Stability, lowest: entry w



Entry w
Here is an isolated ion of composition C3H3N2O and charge +1 from the OMol25 dataset. Energies are from ωB97M-V/def2-TZVPD.

Properties
Spin multiplicity: 1
Orbital gap (alpha / beta) in eV: 7.929 / 7.939
Total charge: +1

Geometry (Å):
1 C 1.50 0.03 0.87
2 C -0.36 0.93 -0.34
3 C -0.55 -1.23 -0.43
4 N 0.70 0.75 0.38
5 N -1.27 -0.16 -0.34
6 O 0.46 -1.73 -0.16
7 H 2.16 -0.22 1.67
8 H -0.40 1.71 -1.07
9 H -2.25 -0.07 -0.58



Entry x
Here is an isolated ion of composition C3H3N2O and charge +1 from the OMol25 dataset. Energies are from ωB97M-V/def2-TZVPD.

Properties
Spin multiplicity: 1
Orbital gap (alpha / beta) in eV: 7.545 / 7.541
Total charge: +1

Geometry (Å):
1 C 0.44 -0.68 2.25
2 C -1.23 -0.30 0.04
3 C 0.35 0.83 -1.13
4 N -0.36 -0.53 1.23
5 N -0.59 -0.11 -1.19
6 O 1.05 -1.01 3.15
7 H 0.57 1.24 -2.13
8 H 0.94 1.10 -0.29
9 H -1.17 -0.54 -1.92



Stability, lowest: entry x



Entry w
Here is one molecule with the formula CHN3O2 from the OMol25 dataset. Energies are from ωB97M-V/def2-TZVPD.

Properties
Spin multiplicity: 1
SMILES string: O=c1[nH]nno1
Orbital gap in eV: 11.281

Geometry (Å):
1 O 1.97 -0.64 0.11
2 C 0.77 -0.54 -0.01
3 N 0.08 0.67 0.35
4 N -1.20 0.62 0.09
5 N -1.59 -0.44 -0.35
6 O -0.17 -1.35 -0.44
7 H 0.49 1.56 0.61



Entry x
Here is a 2-piece molecular cluster, CHN3O2 overall from the OMol25 dataset. Energies are from ωB97M-V/def2-TZVPD.

Properties
Spin multiplicity: 1
Orbital gap in eV: 10.769

Geometry (Å):
1 O 1.94 -0.74 -0.22
2 C 1.00 -1.40 -0.38
3 N -0.23 1.29 1.02
4 N -1.18 0.88 0.33
5 N -2.12 0.47 -0.16
6 O 0.05 -2.06 -0.56
7 H 0.53 1.58 0.41



Stability, lowest: entry w



Entry w
Here is a 2-piece molecular cluster, CHN3O2 overall from the OMol25 dataset. Energies are from ωB97M-V/def2-TZVPD.

Properties
Spin multiplicity: 1
Orbital gap in eV: 11.112

Geometry (Å):
1 O 2.13 -0.79 -0.23
2 C 1.08 -1.28 -0.33
3 N -0.10 0.86 0.68
4 N -1.23 0.76 0.15
5 N -2.23 0.49 -0.28
6 O 0.04 -1.80 -0.47
7 H 0.31 1.77 0.49



Entry x
Here is one molecule with the formula CHN3O2 from the OMol25 dataset. Energies are from ωB97M-V/def2-TZVPD.

Properties
Spin multiplicity: 1
SMILES string: O=c1[nH]nno1
Orbital gap in eV: 11.599

Geometry (Å):
1 O 1.27 -1.45 -1.41
2 C 0.66 -0.43 -1.42
3 N -0.02 0.20 -0.36
4 N -0.57 1.32 -0.81
5 N -0.32 1.47 -2.00
6 O 0.44 0.41 -2.46
7 H -0.10 -0.11 0.59



Stability, lowest: entry x



Entry w
Here is C8H14N2O3S as an isolated structure from the OMol25 dataset. Energies are from ωB97M-V/def2-TZVPD.

Properties
Spin multiplicity: 1
Orbital gap in eV: 9.839

Geometry (Å):
1 C 1.57 -1.02 0.72
2 C 0.18 -0.75 0.09
3 C 2.06 0.48 1.15
4 C 2.63 1.13 -0.17
5 C 3.24 -0.25 -0.92
6 C -2.36 -0.11 0.56
7 C -3.04 -1.36 0.06
8 C -2.83 1.20 -0.37
9 H 2.08 -1.88 -1.02
10 H 1.46 -1.43 1.86
11 H 1.04 0.86 1.79
12 H 2.71 0.35 1.82
13 H 3.28 1.98 0.01
14 H 2.03 1.60 -0.94
15 H 2.85 -0.29 -2.07
16 H 4.43 -0.53 -0.75
17 H -0.77 0.41 1.68
18 H -2.91 -0.22 1.51
19 H -2.99 0.72 -1.63
20 H -3.98 1.61 0.17
21 H -2.67 3.53 -0.95
22 H -1.55 -1.89 -1.15
23 N 2.61 -1.56 -0.20
24 N -0.94 -0.24 0.74
25 O 0.03 -1.18 -1.07
26 O -4.19 -1.58 0.28
27 O -2.39 -2.30 -0.81
28 S -1.56 2.71 -0.38



Entry x
Here is one molecule with the formula C8H14N2O3S from the OMol25 dataset. Energies are from ωB97M-V/def2-TZVPD.

Properties
Spin multiplicity: 1
SMILES string: N[C@@H](CS)C(=O)N1CCC[C@H]1C(=O)O
Orbital gap in eV: 9.927

Geometry (Å):
1 N -0.03 0.97 2.64
2 C -0.87 0.32 1.68
3 C -2.36 0.47 1.91
4 S -2.88 -0.29 3.52
5 C -0.48 0.72 0.28
6 O -1.00 1.67 -0.27
7 N 0.58 0.08 -0.29
8 C 0.98 -1.34 -0.01
9 C 1.85 -1.71 -1.18
10 C 2.39 -0.45 -1.81
11 C 1.17 0.53 -1.53
12 C 0.08 0.38 -2.58
13 O -0.71 -0.54 -2.56
14 O 0.05 1.47 -3.40
15 H -0.35 1.96 2.74
16 H -0.21 0.54 3.61
17 H -0.66 -0.79 1.80
18 H -2.90 -0.09 1.16
19 H -2.67 1.53 1.94
20 H -4.02 0.42 3.77
21 H 1.42 -1.44 1.01
22 H 0.06 -1.98 -0.12
23 H 2.61 -2.36 -0.85
24 H 1.31 -2.34 -1.90
25 H 2.59 -0.59 -2.85
26 H 3.36 -0.13 -1.33
27 H 1.46 1.62 -1.49
28 H -0.76 1.36 -3.90



Stability, lowest: entry w



Entry w
Here is C22H57Cu2O21S6 as an isolated structure from the OMol25 dataset. Energies are from ωB97M-V/def2-TZVPD.

Properties
Spin multiplicity: 3
Orbital gap (alpha / beta) in eV: 8.810 / 5.536
Expectation value of S²: 2.01
Total charge: +1

Geometry (Å):
1 Cu -2.29 -3.07 1.51
2 Cu 0.67 -3.14 3.41
3 C 1.00 -0.07 1.01
4 C -0.21 -0.95 0.78
5 O -0.48 -1.88 1.80
6 H 0.79 0.61 1.84
7 H 1.21 0.63 0.20
8 H 1.87 -0.65 1.33
9 H -0.30 -1.41 -0.22
10 H -1.07 -0.26 0.75
11 O -3.86 -4.39 1.94
12 C -3.42 -5.43 2.76
13 C -2.13 -5.18 3.62
14 O -1.17 -4.36 3.08
15 H -3.33 -6.33 2.14
16 H -4.19 -5.71 3.49
17 H -1.64 -6.12 3.90
18 H -2.39 -4.80 4.62
19 O 2.53 1.32 -1.98
20 S 2.22 0.56 -3.17
21 O 2.16 -0.88 -3.15
22 O 0.78 1.11 -3.77
23 C 0.17 2.27 -3.21
24 C 0.90 3.59 -3.61
25 C 3.28 0.97 -4.64
26 H 0.07 2.19 -2.12
27 H -0.87 2.34 -3.53
28 H 0.77 3.84 -4.66
29 H 1.98 3.48 -3.52
30 H 0.58 4.41 -2.98
31 H 4.26 0.54 -4.43
32 H 3.17 2.03 -4.86
33 H 2.82 0.43 -5.47
34 O 3.61 4.79 -1.68
35 S 3.32 4.32 -0.35
36 O 4.15 3.32 0.24
37 O 3.41 5.60 0.65
38 C 2.92 6.85 0.14
39 C 3.69 8.00 0.79
40 C 1.60 3.79 -0.11
41 H 1.87 7.02 0.40
42 H 2.97 6.91 -0.95
43 H 3.40 8.23 1.81
44 H 3.46 8.90 0.21
45 H 4.76 7.81 0.74
46 H 1.36 4.33 0.81
47 H 1.53 2.72 0.00
48 H 0.98 4.24 -0.88
49 O -4.81 3.33 -2.22
50 S -4.06 2.37 -2.99
51 O -3.36 2.73 -4.19
52 O -2.89 1.78 -1.99
53 C -3.36 1.43 -0.66
54 C -2.58 2.20 0.40
55 C -5.12 0.95 -3.41
56 H -3.41 0.37 -0.42
57 H -4.40 1.75 -0.62
58 H -2.72 3.28 0.31
59 H -1.53 1.91 0.38
60 H -2.97 2.02 1.40
61 H -5.72 0.59 -2.57
62 H -4.55 0.13 -3.85
63 H -5.82 1.37 -4.13
64 O 2.71 -5.48 -0.37
65 S 2.78 -4.22 0.31
66 O 1.84 -3.96 1.38
67 O 4.30 -4.00 0.90
68 C 5.39 -4.56 0.15
69 C 5.75 -5.97 0.65
70 C 2.78 -2.78 -0.83
71 H 6.27 -3.93 0.30
72 H 5.14 -4.56 -0.91
73 H 6.09 -5.89 1.68
74 H 6.55 -6.33 0.01
75 H 4.89 -6.63 0.54
76 H 1.77 -2.56 -1.18
77 H 3.49 -2.93 -1.64
78 H 3.05 -1.89 -0.27
79 O -3.32 -2.31 -0.23
80 S -4.22 -2.42 -1.35
81 O -5.49 -1.77 -1.29
82 O -3.51 -2.02 -2.75
83 C -2.15 -2.45 -2.97
84 C -1.21 -1.36 -3.48
85 C -4.59 -4.20 -1.66
86 H -2.19 -3.24 -3.72
87 H -1.63 -2.83 -2.09
88 H -0.74 -0.82 -2.66
89 H -1.71 -0.62 -4.11
90 H -0.42 -1.87 -4.03
91 H -5.00 -4.66 -0.77
92 H -3.62 -4.64 -1.90
93 H -5.22 -4.27 -2.54
94 O -1.07 -0.42 6.13
95 S 0.10 0.01 5.42
96 O 0.76 -0.86 4.43
97 O -0.16 1.48 4.80
98 C -1.16 1.57 3.76
99 C -2.38 2.26 4.26
100 C 1.48 0.51 6.52
101 H -1.35 0.60 3.29
102 H -0.62 2.11 2.97
103 H -2.10 3.28 4.55
104 H -2.86 1.75 5.09
105 H -3.16 2.40 3.51
106 H 1.90 -0.43 6.88
107 H 1.02 1.18 7.23
108 H 2.21 1.00 5.88



Entry x
Here is C22H57Cu2O21S6 as an isolated structure from the OMol25 dataset. Energies are from ωB97M-V/def2-TZVPD.

Properties
Spin multiplicity: 3
Orbital gap (alpha / beta) in eV: 8.661 / 5.457
Expectation value of S²: 2.02
Total charge: +1

Geometry (Å):
1 Cu 1.84 -7.05 13.52
2 Cu 5.25 -4.68 14.39
3 C 4.25 -10.28 13.73
4 C 3.47 -10.02 12.43
5 O 2.80 -8.74 12.38
6 H 4.51 -11.33 13.77
7 H 3.61 -10.14 14.60
8 H 4.94 -9.47 13.96
9 H 2.77 -10.85 12.37
10 H 4.12 -10.15 11.56
11 O 5.31 -4.30 16.55
12 C 4.10 -4.96 16.97
13 C 3.37 -6.14 16.15
14 O 3.49 -6.11 14.73
15 H 3.39 -4.14 17.06
16 H 4.12 -5.31 18.00
17 H 2.38 -6.19 16.60
18 H 3.72 -7.13 16.45
19 O 1.22 -8.03 7.11
20 S 1.87 -9.32 7.26
21 O 1.14 -10.60 7.20
22 O 3.29 -9.35 6.44
23 C 3.95 -10.58 6.40
24 C 5.42 -10.24 6.25
25 C 2.51 -9.34 9.01
26 H 3.61 -11.23 5.59
27 H 3.79 -11.17 7.31
28 H 5.86 -10.21 5.25
29 H 6.00 -10.93 6.85
30 H 5.64 -9.26 6.67
31 H 1.66 -8.97 9.58
32 H 3.41 -8.75 9.20
33 H 2.62 -10.39 9.27
34 O 7.27 -7.57 11.92
35 S 6.48 -6.39 11.45
36 O 5.65 -5.62 12.41
37 O 7.46 -5.34 10.58
38 C 6.91 -4.19 10.05
39 C 7.93 -3.13 10.56
40 C 5.39 -6.96 10.07
41 H 5.93 -3.93 10.45
42 H 6.69 -4.19 8.98
43 H 7.59 -2.10 10.59
44 H 8.80 -3.16 9.92
45 H 8.27 -3.38 11.57
46 H 4.99 -6.04 9.66
47 H 4.55 -7.57 10.43
48 H 6.00 -7.51 9.36
49 O -0.12 -7.70 12.66
50 S -0.99 -8.63 12.02
51 O -2.32 -8.79 12.52
52 O -1.01 -8.48 10.32
53 C -1.76 -9.46 9.53
54 C -1.99 -8.97 8.10
55 C -0.20 -10.30 12.15
56 H -2.68 -9.70 10.07
57 H -1.34 -10.47 9.46
58 H -1.14 -9.18 7.47
59 H -2.33 -7.93 8.15
60 H -2.83 -9.49 7.65
61 H 0.05 -10.40 13.20
62 H 0.66 -10.32 11.48
63 H -0.91 -11.09 11.89
64 O -0.93 -9.98 15.38
65 S -0.23 -8.76 15.76
66 O 0.96 -8.27 15.10
67 O -1.38 -7.58 15.45
68 C -2.69 -7.82 15.84
69 C -3.67 -6.83 15.10
70 C 0.05 -8.54 17.57
71 H -2.78 -7.53 16.89
72 H -3.11 -8.80 15.62
73 H -3.78 -6.88 14.02
74 H -3.37 -5.80 15.28
75 H -4.65 -6.92 15.57
76 H 0.77 -7.74 17.71
77 H 0.19 -9.58 17.89
78 H -0.95 -8.26 17.92
79 O 0.41 -5.39 14.06
80 S -0.47 -4.55 14.90
81 O -1.81 -4.08 14.39
82 O -0.62 -5.14 16.49
83 C -1.54 -4.51 17.39
84 C -1.34 -5.02 18.79
85 C 0.55 -3.12 15.22
86 H -2.55 -4.70 17.04
87 H -1.40 -3.43 17.48
88 H -2.03 -4.64 19.55
89 H -0.30 -4.97 19.10
90 H -1.34 -6.10 18.85
91 H -0.08 -2.32 15.61
92 H 0.97 -2.74 14.29
93 H 1.34 -3.40 15.92
94 O 1.90 -5.86 11.63
95 S 1.57 -5.33 10.29
96 O 2.15 -5.98 9.13
97 O -0.06 -5.30 10.13
98 C -0.83 -4.45 10.93
99 C -2.20 -5.16 11.19
100 C 2.01 -3.55 10.38
101 H -1.01 -3.45 10.51
102 H -0.33 -4.15 11.85
103 H -2.83 -4.87 10.34
104 H -2.66 -4.77 12.09
105 H -2.03 -6.22 11.36
106 H 3.05 -3.40 10.08
107 H 1.88 -3.30 11.43
108 H 1.46 -3.10 9.55



Stability, lowest: entry x